No. 1
The following is a DFT calculation (ωB97M-V/def2-TZVPD) of a structure of composition C14H23BN6Zn in a non-equilibrium geometry.

Each line ends with the Löwdin charge.
Atoms and positions in Å:
C (-2.13, 1.62, 1.18)  -0.123
C (-2.24, 3.00, 1.45)  -0.060
H (0.85, 1.24, -5.20)  0.087
H (0.78, 4.11, -1.17)  0.115
H (-1.83, -2.44, -1.91)  0.035
H (1.88, -1.22, 4.39)  0.020
C (-1.73, -3.15, 0.13)  -0.522
H (0.44, -3.09, 0.28)  0.070
H (1.11, 3.42, -3.49)  0.127
C (3.04, 3.12, 0.36)  -0.100
C (-1.98, -2.03, -0.90)  -0.283
H (-0.98, 4.65, 0.46)  0.128
H (-0.16, -4.01, -1.13)  0.074
C (-0.34, -3.78, -0.07)  -0.094
H (3.26, 4.15, 0.14)  0.107
B (0.65, 2.95, -0.88)  -0.516
H (1.24, -1.57, 2.76)  0.007
H (-3.08, -4.65, -0.82)  0.078
H (-3.05, -1.72, -0.86)  0.024
C (1.59, -2.03, 3.70)  -0.051
H (4.70, 2.35, 1.58)  0.070
N (1.92, 1.19, 0.35)  0.047
C (3.77, 2.19, 1.09)  -0.092
H (-0.02, -0.79, -3.53)  0.105
C (-1.27, 3.63, 0.68)  -0.060
C (0.65, 1.28, -4.15)  -0.058
H (2.42, -2.68, 3.51)  0.006
H (-0.22, -4.72, 0.50)  0.075
N (0.50, 2.03, -2.09)  -0.011
C (3.02, 0.99, 1.06)  -0.168
N (1.92, 2.50, -0.07)  -0.046
H (-1.73, -2.63, 1.11)  0.111
C (0.17, 0.25, -3.33)  -0.114
H (0.76, -2.59, 4.15)  0.017
H (-2.70, -5.00, 0.87)  0.068
H (-3.82, -3.71, 0.48)  0.068
C (0.82, 2.39, -3.34)  -0.062
Zn (-1.28, -0.22, -0.86)  0.822
H (-2.94, 3.48, 2.10)  0.088
H (3.28, 0.04, 1.53)  0.094
N (-0.02, 0.75, -2.08)  -0.044
N (-1.16, 1.45, 0.25)  -0.054
C (-2.88, -4.18, 0.16)  -0.094
H (-2.66, 0.76, 1.59)  0.111
N (-0.57, 2.68, 0.04)  -0.005

Summary:
net charge	0
gap between HOMO and LUMO	8.750	eV
relative energy (zero: lowest compared OMol25 entry of this formula, charge and spin)	4.4	kcal/mol
E_tot	-72927.094	eV

---

No. 2
The following is a DFT calculation (ωB97M-V/def2-TZVPD) of a cluster of 2 separate species, C14H23Br2F4NO in total in a non-equilibrium geometry.

Each line ends with the Löwdin charge.
Atoms and positions in Å:
H (1.84, -0.37, 2.80)  0.039
C (-0.74, 0.04, 1.52)  -0.081
H (-0.09, 1.74, 3.24)  0.081
C (1.73, -0.25, 1.68)  -0.053
H (0.66, 2.89, 2.10)  0.061
H (-1.40, -2.21, -1.01)  0.115
C (-1.36, -0.44, 0.19)  -0.452
H (-1.48, 0.70, 1.99)  0.111
H (-0.61, -0.79, 2.21)  0.139
H (2.66, 0.09, 1.23)  0.083
C (-1.01, 3.09, -0.02)  -0.028
O (1.82, 2.13, -0.06)  -0.017
H (-2.44, 1.22, -0.65)  0.115
H (1.40, -1.21, 1.28)  0.002
F (1.28, -4.89, -2.05)  0.025
H (1.45, -1.14, -0.66)  0.092
H (-1.50, 0.34, -1.82)  0.120
H (-3.32, -0.09, 1.04)  0.080
Br (1.90, -3.80, 0.30)  0.925
F (3.08, -3.71, -2.07)  -0.015
C (0.95, -2.55, -2.21)  -0.734
C (-0.65, -1.68, -0.41)  -0.146
C (-0.39, 1.84, -0.68)  -0.469
C (0.71, 1.89, 2.52)  -0.024
H (0.43, 1.37, -2.64)  0.066
H (-3.33, -1.16, -0.40)  0.083
Br (1.95, -1.73, -3.73)  0.782
H (-1.77, 3.49, -0.70)  0.081
H (-0.86, 2.57, -2.64)  0.084
N (0.80, 1.37, 0.06)  -0.142
H (1.64, 1.77, 3.07)  0.070
H (-0.26, 3.84, 0.21)  0.083
H (-0.42, -2.35, 0.42)  0.079
C (1.83, -3.73, -1.62)  -0.896
F (-0.16, -3.09, -2.77)  -0.003
C (-1.47, 0.74, -0.80)  -0.079
C (-2.80, -0.90, 0.52)  -0.053
H (-1.52, 2.83, 0.91)  0.082
C (0.04, 2.24, -2.10)  -0.034
H (0.42, -0.54, -1.91)  0.056
C (0.58, -1.40, -1.27)  -0.225
F (1.88, -0.20, 4.50)  -0.742
C (0.59, 0.80, 1.42)  -0.428
H (-2.76, -1.77, 1.17)  0.089
H (0.75, 3.06, -2.10)  0.079

Summary:
net charge	-1
<S²>	0.754
gap between HOMO and LUMO (alpha / beta)	6.558 / 6.554	eV
E_tot	-169382.906	eV
spin multiplicity	2

---

No. 3
The following is a DFT calculation (ωB97M-V/def2-TZVPD) of a cluster of 2 separate species, C14H23BrIN3O2 in total in a non-equilibrium geometry.

Each line ends with the Löwdin charge.
Atoms and positions in Å:
C (1.19, -0.77, -3.57)  -0.256
H (-1.38, 5.09, -1.51)  0.076
C (-1.00, -1.56, 6.45)  -0.147
H (0.29, -2.95, 3.81)  -0.046
C (-0.49, 4.68, -1.98)  -0.027
C (-0.56, 3.20, -2.16)  -0.375
H (0.43, 4.93, -1.47)  0.087
C (0.74, -1.05, -4.99)  -0.597
C (-1.75, 2.50, -1.58)  -0.012
C (0.26, -1.80, 6.92)  -0.114
H (-0.89, -2.88, -0.39)  0.043
H (2.13, -0.23, -3.64)  0.123
H (1.31, -0.32, 1.44)  0.111
H (-0.54, 0.52, -3.59)  0.098
H (-1.86, -1.11, 6.93)  0.103
I (1.02, -3.47, 1.33)  0.902
C (-0.02, -2.29, -0.13)  -0.609
H (0.63, -1.56, 7.90)  0.089
C (0.65, 0.05, 0.65)  -0.189
H (0.62, -2.16, -1.00)  0.019
Br (-0.96, -2.01, -5.01)  0.628
N (0.87, 1.40, -2.38)  -0.032
H (-1.33, -0.57, -0.06)  0.105
H (-0.84, -1.19, 1.49)  0.092
H (-1.88, 1.49, -1.95)  0.065
O (1.72, 2.43, -0.51)  0.126
C (-0.47, -0.97, 0.49)  -0.296
H (-0.42, 5.13, -2.98)  0.091
H (0.26, 1.00, 1.02)  0.128
C (0.19, 0.18, -2.86)  -0.179
H (-0.36, -0.34, -2.09)  0.087
H (-2.63, 3.07, -1.87)  0.089
H (1.29, -1.68, -2.99)  0.091
C (0.14, -2.54, 4.80)  -0.174
C (0.99, -2.43, 5.86)  -0.108
H (1.45, -1.69, -5.51)  0.056
H (-1.73, 2.46, -0.49)  0.092
O (1.45, 0.20, -0.52)  -0.017
H (2.01, -2.75, 5.89)  0.090
N (-1.07, -2.02, 5.17)  -0.001
N (0.38, 2.66, -2.85)  0.112
C (1.34, 1.45, -1.09)  -0.532
H (0.66, -0.13, -5.56)  0.070
H (-1.88, -1.98, 4.58)  0.139

Summary:
net charge	0
gap between HOMO and LUMO	8.555	eV
E_tot	-101597.465	eV
SMILES	CC(C)=NN(CCCBr)C(=O)OCCCI.c1cc[nH]c1

---

No. 4
The following is a DFT calculation (ωB97M-V/def2-TZVPD) of a structure of composition C14H23CdN2PSe in a non-equilibrium geometry.

Each line ends with the Löwdin charge.
Atoms and positions in Å:
H (-0.59, 3.24, -2.76)  0.083
C (-1.72, -2.44, -1.69)  -0.162
H (-2.43, 2.36, -4.08)  0.108
H (2.85, 1.72, -2.45)  0.037
H (0.27, 1.13, 1.40)  -0.084
H (2.12, -0.80, -2.37)  0.070
P (0.82, 2.05, -1.19)  0.714
H (1.81, -2.39, -3.16)  0.098
H (2.43, -3.36, -0.93)  0.092
Cd (-0.36, 0.03, 0.05)  1.135
C (-2.30, 1.37, -3.63)  -0.059
H (-0.31, -3.65, -0.59)  0.113
N (0.80, -2.03, -1.31)  -0.340
H (1.40, -2.90, 0.50)  0.082
C (-1.50, 1.30, -2.48)  -0.361
H (0.63, 3.76, 0.50)  0.037
H (1.42, 4.41, -1.00)  0.043
H (2.53, -1.73, -0.17)  0.079
H (1.41, 1.38, -3.46)  0.040
C (-1.35, 0.07, -1.83)  -0.272
Se (-0.27, -0.35, 5.79)  0.565
C (-0.81, 2.54, -1.94)  -0.334
H (-0.03, -3.65, -2.37)  0.122
H (-3.44, 0.27, -5.10)  0.100
C (1.85, -2.55, -0.44)  -0.119
H (0.87, 0.56, 2.20)  -0.113
H (-3.07, -1.95, -3.95)  0.108
H (-2.21, -2.44, -0.70)  0.107
H (-1.39, 3.02, -1.15)  0.091
H (1.87, 3.09, -3.10)  0.042
C (-1.88, -1.10, -2.37)  -0.307
C (-2.64, -1.02, -3.56)  -0.054
C (0.35, -0.19, 4.16)  -0.904
C (1.36, -1.56, -2.57)  -0.108
H (0.57, -1.08, -3.16)  0.076
H (2.33, 3.34, 0.14)  0.040
H (-2.25, -3.18, -2.31)  0.104
N (0.82, -0.08, 3.07)  0.015
C (-0.29, -3.02, -1.50)  -0.201
C (1.34, 3.56, -0.30)  -0.303
C (-2.85, 0.21, -4.19)  -0.085
C (1.84, 2.06, -2.71)  -0.296

Summary:
net charge	0
gap between HOMO and LUMO	8.055	eV
relative energy (zero: lowest compared OMol25 entry of this formula, charge and spin)	0.0	kcal/mol
E_tot	-97067.482	eV